The following is a quantum chemistry calculation of C41H61CaCl2N3O5SSi3 as an isolated structure, from OMol25.

The net charge is -2. The value obtained for the energy relative to the best compared isomer or geometry (same formula, charge and spin) is 0.0 kJ/mol. The value obtained for the LUMO energy is 0.1347 hartree. As for the HOMO energy: 0.25 eV.

Each line ends with the Löwdin charge.
Cartesian coordinates (Å):
Ca -0.26 0.37 0.08  1.06
Cl 1.99 2.00 -1.49  0.60
C 0.90 3.17 -2.25  -0.99
Cl -0.29 2.41 -3.31  0.58
H 1.50 3.85 -2.84  0.02
H 0.35 3.65 -1.44  -0.01
C -4.72 0.35 -1.29  -0.07
C -5.30 1.52 -0.82  -0.09
C -4.49 2.49 -0.25  -0.03
C -3.11 2.29 -0.15  -0.23
N -2.58 1.14 -0.60  0.03
C -3.35 0.21 -1.15  -0.14
C -2.16 3.27 0.47  -0.22
C -2.65 4.51 0.89  -0.07
C -1.80 5.43 1.50  -0.13
C -0.47 5.08 1.70  -0.13
C -0.01 3.84 1.27  -0.18
C -0.81 2.89 0.62  -0.15
H -5.31 -0.44 -1.74  0.09
H -6.37 1.68 -0.89  0.09
H -4.94 3.40 0.14  0.09
H -2.82 -0.68 -1.48  0.08
H -3.69 4.79 0.75  0.08
H -2.19 6.39 1.83  0.08
H 0.19 5.77 2.21  0.08
H 1.03 3.59 1.48  0.07
C -0.07 1.24 4.00  -0.21
Si 1.05 -0.28 3.71  0.50
C 2.42 -0.05 5.00  -0.24
C 0.10 -1.85 4.23  -0.26
C 0.60 -2.61 5.29  -0.12
C -0.05 -3.75 5.76  -0.13
C -1.24 -4.15 5.16  -0.13
C -1.74 -3.41 4.10  -0.13
C -1.10 -2.27 3.59  -0.31
Si -1.86 -1.32 2.08  0.55
C -3.46 -0.61 2.91  -0.28
C -2.68 -2.73 1.02  -0.27
H -0.37 1.29 5.05  0.02
H -0.97 1.22 3.38  -0.02
H 0.49 2.15 3.76  0.01
H 2.03 0.07 6.02  0.02
H 2.98 0.85 4.74  0.00
H 3.12 -0.88 4.98  0.01
H 1.52 -2.31 5.78  0.07
H 0.37 -4.32 6.58  0.08
H -1.77 -5.03 5.51  0.08
H -2.67 -3.73 3.64  0.08
H -4.07 -1.40 3.36  0.00
H -4.06 -0.10 2.15  -0.01
H -3.21 0.12 3.68  0.00
H -2.86 -3.67 1.55  0.00
H -2.07 -2.96 0.14  -0.03
H -3.64 -2.36 0.65  0.00
O 1.79 -0.12 0.97  -0.46
C 2.20 -0.52 2.08  -0.31
C 2.56 6.31 -0.42  -0.01
C 3.08 5.92 0.93  -0.30
C 3.14 6.77 1.99  -0.01
C 3.55 6.21 3.23  -0.34
N 3.93 4.98 3.38  0.10
C 3.92 4.12 2.31  -0.87
S 4.38 2.54 2.37  0.65
N 3.48 4.65 1.10  0.09
C 3.51 7.06 4.47  -0.04
H 2.38 7.38 -0.45  0.08
H 1.61 5.80 -0.61  0.08
H 3.27 6.04 -1.20  0.09
H 2.82 7.79 1.90  0.11
H 3.38 3.96 0.36  0.10
H 3.72 8.11 4.25  0.07
H 4.22 6.68 5.20  0.08
H 2.51 7.00 4.90  0.09
C 3.66 -1.15 -3.87  -0.03
C 2.22 -1.50 -4.24  -0.65
C 2.21 -2.56 -5.35  -0.03
C 1.48 -0.25 -4.69  -0.06
O 1.64 -2.05 -3.08  -0.11
Si 0.06 -2.16 -2.59  0.01
O -0.43 -0.93 -1.75  -0.42
O -0.79 -2.38 -4.02  -0.12
C -1.95 -3.15 -4.30  -0.66
C -1.56 -4.62 -4.45  -0.03
C -2.49 -2.62 -5.62  -0.04
C -3.00 -2.98 -3.20  -0.03
O -0.07 -3.64 -1.85  -0.12
C 0.76 -4.23 -0.84  -0.64
C -0.08 -5.33 -0.20  -0.03
C 1.99 -4.84 -1.51  -0.03
C 1.17 -3.20 0.19  -0.03
H 4.21 -0.76 -4.73  0.08
H 4.17 -2.04 -3.50  0.08
H 3.66 -0.40 -3.08  0.08
H 2.68 -2.17 -6.26  0.08
H 1.18 -2.84 -5.57  0.07
H 2.75 -3.45 -5.02  0.08
H 2.01 0.22 -5.54  0.08
H 1.43 0.47 -3.87  0.01
H 0.47 -0.49 -5.00  0.08
H -0.80 -4.72 -5.23  0.08
H -2.43 -5.22 -4.72  0.08
H -1.15 -4.99 -3.51  0.07
H -1.73 -2.71 -6.40  0.08
H -2.75 -1.56 -5.52  0.08
H -3.38 -3.17 -5.93  0.08
H -2.60 -3.29 -2.24  0.08
H -3.88 -3.59 -3.43  0.08
H -3.30 -1.94 -3.14  0.07
H -0.39 -6.06 -0.95  0.08
H -0.98 -4.90 0.26  0.07
H 0.49 -5.84 0.58  0.08
H 1.67 -5.54 -2.30  0.08
H 2.59 -5.38 -0.78  0.08
H 2.59 -4.06 -1.97  0.07
H 0.29 -2.76 0.67  0.06
H 1.75 -2.39 -0.26  0.07
H 1.79 -3.65 0.97  0.10

***

The following is a quantum chemistry calculation of C41H61F6N13O8ReS4Si as an isolated structure at a distorted geometry, from OMol25.

The net charge is +2. The value obtained for the energy relative to the best compared isomer or geometry (same formula, charge and spin) is 53.5 kJ/mol. Its spin multiplicity is 2. The value obtained for the LUMO energy (alpha / beta) is -0.2928 / -0.2621 hartree. As for the HOMO energy (alpha / beta): -12.56 / -12.56 eV.

Each line ends with the Mulliken spin population.
Cartesian coordinates (Å):
Re -0.21 0.53 0.57  1.21
C -3.18 2.27 4.98  0.00
N -2.65 1.42 3.92  0.00
C -2.12 1.76 2.76  -0.02
N -1.75 0.65 2.11  0.05
C -2.12 -0.36 2.96  0.00
N -2.67 0.09 4.05  0.00
C -4.69 2.41 4.90  0.00
C -5.46 2.43 6.06  0.00
C -6.84 2.57 5.98  0.00
C -7.47 2.68 4.75  0.00
C -6.70 2.68 3.59  0.00
C -5.32 2.54 3.67  0.00
C -7.31 2.81 2.28  0.00
N -8.56 2.86 1.93  0.00
N -8.59 2.99 0.58  0.00
C -7.37 3.02 0.16  0.00
O -6.50 2.91 1.20  0.00
C -6.83 3.14 -1.18  0.00
C -7.61 2.91 -2.31  0.00
C -7.03 3.00 -3.56  0.00
C -5.68 3.30 -3.70  0.00
C -4.90 3.52 -2.58  0.00
C -3.42 3.81 -2.69  0.00
N -2.64 2.70 -2.14  0.01
C -2.02 2.60 -0.97  0.01
N -1.48 1.38 -0.88  -0.01
C -1.83 0.77 -2.06  0.02
N -2.53 1.55 -2.83  0.00
C -5.48 3.44 -1.32  0.00
H -2.70 3.25 4.91  0.00
H -2.91 1.81 5.92  0.00
H -2.03 2.78 2.41  0.00
H -1.97 -1.41 2.77  -0.01
H -4.97 2.34 7.02  0.00
H -7.42 2.57 6.89  0.00
H -8.54 2.78 4.68  0.00
H -4.74 2.53 2.75  0.00
H -8.66 2.67 -2.19  0.00
H -7.63 2.83 -4.44  0.00
H -5.24 3.36 -4.69  0.00
H -3.15 4.72 -2.16  0.00
H -3.14 3.90 -3.74  0.00
H -1.95 3.38 -0.24  0.00
H -1.53 -0.24 -2.31  -0.01
H -4.88 3.63 -0.43  0.00
F 0.53 2.62 1.54  0.00
C 1.07 2.49 2.82  0.00
F 0.18 3.06 3.63  0.00
F 2.16 3.19 2.89  0.00
S 1.29 0.66 3.36  0.00
O 0.97 -0.19 2.19  0.06
O 0.34 0.53 4.41  0.01
N 2.76 0.57 3.83  0.00
S 3.85 0.85 2.67  -0.01
O 4.95 1.65 3.07  0.00
O 3.15 1.19 1.45  -0.01
C 4.51 -0.87 2.48  0.00
F 5.66 -0.90 1.84  0.00
F 3.61 -1.63 1.84  0.00
F 4.69 -1.39 3.70  0.00
C -0.80 -4.39 -0.79  0.00
C -0.96 -3.21 -1.76  0.01
C -0.22 -3.49 -3.06  0.00
C -2.44 -2.98 -2.05  0.00
N -0.37 -1.95 -1.24  0.02
N -0.81 -1.48 0.04  -0.02
H -0.99 -5.33 -1.33  0.00
H -1.51 -4.34 0.03  0.00
H 0.21 -4.43 -0.38  0.00
H -0.53 -4.46 -3.46  0.00
H 0.86 -3.51 -2.92  0.00
H -0.47 -2.73 -3.81  0.00
H -2.86 -3.88 -2.51  0.00
H -2.57 -2.15 -2.75  0.00
H -3.02 -2.78 -1.14  0.00
H 0.65 -2.00 -1.23  0.01
H -0.45 -2.05 0.86  0.01
H -1.82 -1.60 0.05  0.01
S -0.61 -3.42 2.65  0.00
C 0.80 -3.44 3.57  0.00
N 0.97 -2.84 4.75  0.00
C 2.29 -3.10 5.33  0.00
C 2.92 -4.07 4.31  0.00
N 1.91 -4.12 3.25  0.00
H 0.32 -2.18 5.14  0.00
H 2.18 -3.56 6.32  0.00
H 2.85 -2.18 5.44  0.00
H 3.08 -5.06 4.73  0.00
H 3.87 -3.71 3.92  0.00
H 1.93 -4.79 2.50  0.00
C 5.03 -3.17 -1.04  0.00
C 3.65 -3.17 -1.69  0.00
C 3.79 -3.29 -3.20  0.00
C 2.82 -4.31 -1.12  0.00
O 2.91 -1.95 -1.36  0.04
Si 3.24 -0.42 -1.75  0.01
S 1.55 0.75 -0.86  -0.38
O 4.60 0.10 -1.11  0.01
C 5.53 1.19 -1.40  0.00
C 6.56 1.21 -0.28  0.00
C 4.74 2.50 -1.44  0.00
C 6.18 0.90 -2.74  0.00
O 3.12 -0.06 -3.31  0.00
C 2.28 0.35 -4.40  0.01
C 2.39 1.87 -4.52  0.00
C 2.83 -0.34 -5.64  0.00
C 0.84 -0.06 -4.14  -0.02
H 5.62 -3.98 -1.45  0.00
H 4.96 -3.30 0.04  0.00
H 5.54 -2.23 -1.22  0.00
H 4.25 -4.24 -3.45  0.00
H 4.41 -2.48 -3.59  0.00
H 2.81 -3.23 -3.67  0.00
H 3.36 -5.25 -1.26  0.00
H 1.86 -4.39 -1.63  0.00
H 2.66 -4.15 -0.06  0.00
H 6.10 1.49 0.66  0.00
H 7.34 1.93 -0.53  0.00
H 7.01 0.23 -0.17  0.00
H 4.18 2.61 -0.51  0.00
H 4.05 2.50 -2.28  0.00
H 5.43 3.34 -1.54  0.00
H 6.69 -0.07 -2.71  0.00
H 6.92 1.67 -2.98  0.00
H 5.43 0.86 -3.53  0.00
H 3.43 2.17 -4.61  0.00
H 1.96 2.34 -3.63  0.00
H 1.85 2.22 -5.40  0.00
H 3.88 -0.09 -5.78  0.00
H 2.27 -0.03 -6.52  0.00
H 2.75 -1.42 -5.54  0.00
H 0.51 0.37 -3.20  -0.03
H 0.76 -1.14 -4.08  0.01
H 0.19 0.30 -4.94  0.00

***

The following is a quantum chemistry calculation of C41H62BiN4O8PSSe as an isolated structure, from OMol25.

The value obtained for the energy relative to the best compared isomer or geometry (same formula, charge and spin) is 20.2 kJ/mol. The value obtained for the LUMO energy is 0.0013 hartree. As for the HOMO energy: -7.70 eV.

Each line ends with the Löwdin charge.
Cartesian coordinates (Å):
Bi 1.51 -0.86 0.74  1.91
C -3.03 5.75 2.61  -0.07
C -3.26 4.46 1.82  -0.56
C -4.46 3.73 2.43  -0.05
C -3.58 4.84 0.37  -0.05
C -2.03 3.54 1.84  -0.17
C -2.07 2.33 1.17  -0.07
C -0.95 1.50 1.15  -0.37
Se -1.11 -0.18 0.25  1.19
C -0.72 0.27 -1.57  -0.39
C -1.79 0.41 -2.44  -0.08
C -1.58 0.64 -3.79  -0.18
C -0.25 0.69 -4.22  0.03
C 0.84 0.54 -3.38  -0.09
C 0.61 0.34 -2.00  -0.39
O 1.62 0.21 -1.15  -0.35
C 2.28 0.53 -3.91  -0.53
C 2.35 0.73 -5.43  -0.07
C 2.92 -0.84 -3.60  -0.05
C 3.09 1.65 -3.25  -0.04
C -2.78 0.79 -4.73  -0.56
C -3.63 1.99 -4.28  -0.05
C -3.63 -0.48 -4.70  -0.05
C -2.34 1.03 -6.18  -0.07
C 0.24 1.83 1.81  -0.36
O 1.31 1.04 1.76  -0.37
C 0.28 3.04 2.53  -0.08
C -0.85 3.85 2.51  0.04
C 1.53 3.43 3.33  -0.53
C 1.35 4.74 4.09  -0.07
C 1.83 2.34 4.37  -0.04
C 2.72 3.61 2.38  -0.04
H -3.92 6.37 2.56  0.08
H -2.81 5.54 3.66  0.09
H -2.20 6.33 2.20  0.09
H -5.34 4.37 2.41  0.08
H -4.70 2.82 1.88  0.08
H -4.25 3.45 3.47  0.09
H -4.46 5.49 0.33  0.08
H -2.74 5.37 -0.09  0.09
H -3.79 3.96 -0.24  0.07
H -2.96 2.02 0.65  0.10
H -2.80 0.33 -2.05  0.10
H -0.07 0.85 -5.27  0.09
H 1.83 -0.06 -5.97  0.08
H 1.93 1.69 -5.73  0.09
H 3.40 0.71 -5.74  0.08
H 2.36 -1.63 -4.10  0.08
H 3.95 -0.86 -3.97  0.09
H 2.93 -1.04 -2.53  0.07
H 2.66 2.63 -3.50  0.09
H 3.11 1.55 -2.17  0.07
H 4.12 1.63 -3.63  0.08
H -4.00 1.85 -3.26  0.08
H -3.04 2.91 -4.31  0.09
H -4.49 2.11 -4.94  0.08
H -3.99 -0.69 -3.69  0.08
H -4.49 -0.38 -5.35  0.08
H -3.04 -1.34 -5.03  0.08
H -1.75 1.95 -6.28  0.09
H -1.75 0.20 -6.57  0.09
H -3.23 1.14 -6.81  0.09
H -0.81 4.78 3.06  0.08
H 0.53 4.69 4.81  0.09
H 2.26 4.96 4.64  0.08
H 1.16 5.58 3.42  0.09
H 0.99 2.22 5.06  0.09
H 2.04 1.38 3.90  0.07
H 2.71 2.63 4.95  0.09
H 2.52 4.40 1.66  0.09
H 3.61 3.88 2.95  0.08
H 2.94 2.69 1.83  0.07
O 2.56 -2.70 2.76  -0.20
O 1.40 -3.05 1.98  -0.45
C 3.07 -4.37 -2.62  -0.10
N 2.29 -4.50 -1.39  -0.29
C 3.12 -4.65 -0.20  -0.09
P 0.77 -3.89 -1.24  0.55
O 0.63 -2.46 -0.81  -0.46
N 0.04 -4.88 -0.16  -0.28
C 0.38 -6.27 0.08  -0.11
C -1.00 -4.37 0.73  -0.08
N 0.13 -4.00 -2.76  -0.30
C -0.61 -2.91 -3.38  -0.08
C -0.16 -5.32 -3.30  -0.11
H 3.68 -5.27 -2.75  0.09
H 3.74 -3.51 -2.57  0.08
H 2.42 -4.26 -3.48  0.07
H 3.69 -5.58 -0.26  0.09
H 2.51 -4.64 0.70  0.06
H 3.83 -3.82 -0.12  0.09
H 1.12 -6.61 -0.64  0.07
H -0.51 -6.89 -0.02  0.09
H 0.78 -6.40 1.09  0.09
H -1.26 -3.35 0.46  0.06
H -0.65 -4.37 1.77  0.06
H -1.89 -4.99 0.65  0.09
H -0.29 -1.96 -2.96  0.05
H -1.69 -3.02 -3.25  0.09
H -0.40 -2.90 -4.46  0.09
H 0.51 -6.06 -2.87  0.07
H 0.01 -5.31 -4.38  0.09
H -1.19 -5.62 -3.12  0.09
O 3.79 -1.21 4.72  0.15
C 2.62 -1.48 4.82  -0.40
N 1.96 -2.39 3.98  -0.12
S 0.28 -2.18 3.90  0.74
O -0.47 -3.39 4.01  -0.25
O -0.13 -1.16 2.96  -0.39
C 0.34 -1.35 5.47  -0.20
C -0.75 -1.01 6.24  -0.02
C -0.51 -0.26 7.39  -0.05
C 0.79 0.12 7.73  -0.06
C 1.87 -0.25 6.95  0.00
C 1.63 -0.99 5.81  -0.13
H -1.76 -1.30 5.96  0.13
H -1.34 0.04 8.02  0.11
H 0.95 0.71 8.63  0.11
H 2.88 0.04 7.20  0.13

***

The following is a quantum chemistry calculation of a 3-piece molecular cluster, C41H62ClNO7P overall at a distorted geometry, from OMol25.

The net charge is +1. The value obtained for the LUMO energy is -0.1350 hartree. As for the HOMO energy: -10.12 eV.

Each line ends with the Löwdin charge.
Cartesian coordinates (Å):
C -2.56 -4.66 1.73  0.12
C -1.57 -4.34 2.37  -0.15
C -0.42 -3.75 3.03  -0.20
C 0.59 -3.20 1.99  -0.18
C 0.66 -1.67 1.89  -0.22
C -0.39 -0.99 0.98  -0.68
Cl -1.90 -1.02 1.97  0.86
C -0.74 -1.85 -0.22  -0.14
C 0.63 -1.74 -0.96  -0.22
C 0.49 -2.21 -2.43  -0.15
C -0.04 -3.65 -2.58  -0.16
C 1.11 -4.69 -2.66  -0.17
C 1.20 -5.55 -1.36  -0.18
C 2.63 -5.75 -0.87  -0.16
C 3.30 -4.46 -0.43  -0.24
O 4.72 -4.58 -0.51  -0.17
C 5.27 -3.28 -0.60  -0.11
C 0.83 -0.18 -0.83  -0.20
C 2.35 0.06 -0.98  -0.14
C 2.63 1.53 -1.37  -0.17
C 4.08 1.85 -1.78  -0.38
C 4.95 2.44 -0.63  -0.05
C 4.83 0.69 -2.43  -0.07
N 0.05 0.34 0.33  -0.17
C -1.05 1.36 0.03  -0.16
C -1.48 1.62 -1.42  -0.14
C -2.21 0.57 -2.26  -0.15
C -3.59 0.11 -1.80  -0.19
O -3.71 -0.01 -0.38  -0.06
C -4.83 -0.73 -0.01  -0.50
C -6.18 -0.51 -0.66  0.03
O -4.73 -1.51 0.89  0.09
P 0.88 1.17 1.76  1.00
C -0.25 1.75 3.07  -0.25
C 2.65 1.09 2.08  -0.25
H -3.32 -4.88 1.03  0.02
H 0.07 -4.50 3.65  0.12
H -0.75 -2.95 3.67  0.10
H 0.53 -3.73 1.05  0.08
H 1.56 -3.49 2.40  0.11
H 0.59 -1.30 2.90  0.10
H 1.64 -1.46 1.47  0.09
H -1.61 -1.53 -0.79  0.12
H -1.00 -2.87 0.03  0.09
H 1.43 -2.35 -0.55  0.12
H 1.48 -2.20 -2.87  0.11
H -0.11 -1.50 -3.01  0.10
H -0.55 -3.69 -3.54  0.11
H -0.79 -3.91 -1.84  0.10
H 0.94 -5.34 -3.51  0.11
H 2.07 -4.21 -2.82  0.09
H 0.53 -5.11 -0.62  0.09
H 0.77 -6.52 -1.59  0.11
H 2.62 -6.43 -0.02  0.12
H 3.21 -6.20 -1.67  0.13
H 3.06 -4.19 0.60  0.12
H 3.02 -3.68 -1.14  0.09
H 5.18 -2.87 -1.61  0.09
H 6.31 -3.29 -0.28  0.09
H 4.74 -2.62 0.10  0.08
H 0.50 0.11 -1.82  0.13
H 2.63 -0.54 -1.84  0.11
H 2.95 -0.31 -0.15  0.11
H 2.34 2.15 -0.52  0.09
H 1.93 1.78 -2.17  0.09
H 4.02 2.63 -2.53  0.12
H 4.41 2.65 0.29  0.05
H 5.36 3.39 -0.96  0.08
H 5.82 1.80 -0.47  0.07
H 4.74 -0.26 -1.91  0.06
H 4.41 0.53 -3.42  0.09
H 5.87 0.95 -2.61  0.08
H -0.61 2.31 0.30  0.08
H -1.91 1.27 0.68  0.09
H -0.59 1.92 -1.98  0.08
H -2.10 2.52 -1.40  0.13
H -1.53 -0.25 -2.47  0.07
H -2.38 1.02 -3.24  0.12
H -4.34 0.76 -2.25  0.12
H -3.77 -0.88 -2.23  0.14
H -6.72 -1.44 -0.54  0.09
H -6.74 0.29 -0.19  0.10
H -6.15 -0.31 -1.73  0.07
H -1.10 2.32 2.72  0.04
H -0.62 0.96 3.71  0.00
H 0.33 2.40 3.72  0.06
H 3.33 1.29 1.26  0.00
H 2.97 0.13 2.50  0.04
H 2.89 1.82 2.86  0.06
C -1.51 6.22 -4.23  0.03
C -0.95 5.02 -4.07  0.02
C 0.02 4.76 -2.99  -0.37
O 0.53 3.67 -2.85  0.07
C 0.37 5.89 -2.09  0.02
C -0.19 7.09 -2.25  0.03
C -1.17 7.35 -3.33  -0.38
O -1.68 8.44 -3.47  0.13
H -2.23 6.43 -5.02  0.13
H -1.19 4.18 -4.72  0.12
H 1.08 5.68 -1.31  0.12
H 0.05 7.93 -1.60  0.13
C -3.33 2.65 6.91  0.02
C -4.41 3.42 6.92  0.03
C -5.27 3.56 5.72  -0.38
O -6.26 4.26 5.73  0.12
C -4.89 2.79 4.51  0.03
C -3.80 2.01 4.50  0.01
C -2.94 1.88 5.70  -0.38
O -1.95 1.18 5.69  0.08
H -2.68 2.54 7.77  0.12
H -4.71 3.99 7.79  0.13
H -5.53 2.90 3.65  0.12
H -3.50 1.45 3.63  0.10